The following is a quantum chemistry calculation of a 3-piece molecular cluster, C16H39NO9P overall at a distorted geometry, from the OMol25 dataset.

XYZ file:
```
66
Properties=species:S:1:pos:R:3:lowdin_charge:R:1
H -3.190 2.229 0.648 0.12
H -3.647 -7.432 0.703 0.13
H 1.838 5.033 -0.788 0.12
H -4.161 -3.458 1.755 0.09
H -3.595 -5.711 0.961 0.11
C -3.209 -6.371 -1.064 -0.19
H -0.596 -5.521 -0.214 0.11
H -1.126 -4.635 2.663 0.12
C -2.995 1.304 1.187 -0.11
C -3.152 -3.377 2.163 -0.11
O -1.678 3.142 4.491 -0.25
O -2.592 -5.187 -1.548 -0.20
C 4.504 2.073 -1.571 -0.20
C -0.541 0.947 0.843 -0.08
H -0.168 2.494 2.350 0.20
H 3.505 2.878 -3.314 0.11
H -1.911 0.880 -0.781 0.12
H -0.218 -3.762 1.424 0.12
H -2.984 -2.332 2.462 0.07
C 5.694 3.269 0.125 -0.10
H -1.191 -6.363 -2.556 0.09
O 4.167 5.195 -3.183 -0.19
C -0.818 -5.717 0.837 -0.18
H -3.925 0.788 1.375 0.13
H 2.712 1.533 -2.549 0.12
H 2.969 4.831 -4.856 0.09
H -2.806 -7.260 -1.559 0.12
H -3.093 -4.024 3.040 0.09
H 0.239 1.182 0.128 0.13
C 3.253 2.460 -2.340 -0.18
H -2.121 0.829 5.282 0.11
H 0.097 -6.143 1.258 0.13
O -4.069 3.039 3.696 -0.06
H 3.212 6.555 -2.015 0.13
C -2.111 1.508 2.421 -0.30
H -4.275 -6.307 -1.309 0.13
N -0.902 2.053 1.787 0.07
H 4.974 2.783 0.789 0.08
H 2.143 5.663 -3.107 0.12
H -0.892 -4.622 -2.514 0.08
C 3.993 5.103 -4.585 -0.10
C 2.703 4.617 -1.315 -0.18
C -1.959 0.575 0.255 -0.09
H 5.094 1.404 -2.210 0.13
H 3.512 4.598 -0.584 0.11
O -2.240 -3.739 1.150 -0.20
H -3.943 3.922 4.095 0.12
C -1.078 -4.425 1.590 -0.19
H 4.659 4.324 -4.955 0.09
C 3.016 5.569 -2.454 -0.20
H 4.222 1.503 -0.678 0.12
H -1.206 2.825 1.183 0.19
H -2.023 -0.492 0.431 0.11
H 6.687 2.837 0.276 0.09
P -2.726 2.288 3.950 0.40
H -1.825 0.498 2.716 0.13
O -2.999 1.101 4.959 -0.08
O -1.790 -6.734 0.963 -0.11
H 4.262 6.048 -5.064 0.09
H -0.144 0.108 1.403 0.13
O 2.314 3.293 -1.669 -0.14
C -1.670 -5.382 -2.603 -0.11
C -3.093 -6.528 0.440 -0.18
H -2.166 -5.261 -3.570 0.09
O 5.320 3.175 -1.235 -0.19
H 5.738 4.327 0.389 0.09
```

As for the HOMO-LUMO gap: 7.922 eV. Its total charge is +1. Its LUMO energy is -3.1 eV. As for the highest occupied orbital energy: -11.0 eV. As for the largest force on an atom: 1.79 eV/A. The value obtained for the calculated total energy is -1705.98746 Ha.

---

The following is a quantum chemistry calculation of C16H40AlFN7O2P2S2 as an isolated structure at a distorted geometry, from the OMol25 dataset.

XYZ file:
```
71
Properties=species:S:1:pos:R:3:lowdin_charge:R:1
H 3.454 1.246 3.873 0.07
H -2.661 1.217 -4.180 0.08
H 0.028 5.494 1.980 0.08
H -1.171 -6.169 3.570 -0.22
H 2.917 0.923 -2.779 0.07
N -0.697 0.398 -3.955 -0.27
C 2.516 1.465 4.391 -0.15
N 3.069 2.385 1.706 -0.32
O 1.137 1.580 0.562 -0.30
H 3.518 4.370 1.101 0.07
C 1.976 0.391 -2.588 -0.14
F -3.727 -5.011 -0.015 -0.34
H 2.581 -1.459 -5.255 0.07
C -4.676 -6.153 2.925 -0.27
H 1.950 0.530 4.457 0.08
H -1.442 4.139 1.218 0.08
H 1.252 1.177 -2.365 0.06
H 4.795 1.774 0.610 0.08
H 1.489 5.112 1.098 0.07
H -6.668 -9.292 0.958 0.02
C 0.881 4.804 1.951 -0.14
C -0.204 1.401 -4.914 -0.14
H -0.581 0.407 -1.458 0.06
H 0.357 -0.906 -0.701 0.07
S -4.423 -1.010 0.544 0.46
C -2.142 0.253 -4.261 -0.15
P 0.075 -1.206 -3.966 0.75
S -1.195 -5.552 2.293 0.26
N 0.479 3.420 1.825 -0.35
H 2.797 1.783 5.403 0.08
C 3.700 1.742 0.545 -0.14
C -0.962 3.257 1.658 -0.13
H -1.191 2.419 0.989 0.07
H 3.403 2.230 -0.392 0.08
C -3.774 -2.319 1.477 -0.68
H -1.274 -3.483 -2.866 0.07
H 0.017 3.660 4.301 0.07
H 2.145 -0.209 -1.692 0.07
C -0.558 -0.665 -1.251 -0.14
H 3.434 0.681 0.493 0.07
N 1.567 -0.441 -3.697 -0.35
N -3.606 -3.142 2.598 -0.01
H 0.793 1.768 -4.658 0.07
P 1.412 2.015 2.023 0.77
H -1.673 -2.953 -1.247 0.07
C -5.450 -7.234 1.912 -0.17
C 3.716 3.671 1.920 -0.15
H -0.836 2.299 -4.904 0.08
H 1.428 4.999 2.875 0.06
N 1.728 2.516 3.701 -0.28
H 4.805 3.548 1.985 0.08
H -5.434 -5.520 3.573 0.06
Al -3.389 -4.902 1.849 -0.10
C 0.566 2.755 4.574 -0.13
H 0.883 2.930 5.611 0.08
C 2.547 -0.472 -4.779 -0.14
H -0.181 1.003 -5.933 0.08
H 2.294 0.257 -5.553 0.05
H -0.126 1.907 4.560 0.09
H -2.646 -0.420 -3.562 0.08
H 3.437 4.139 2.866 0.07
C -6.083 -8.272 1.165 -0.03
H 0.018 -3.317 -1.646 0.08
H -3.954 -6.817 3.588 0.05
H 3.566 -0.263 -4.436 0.08
N -0.703 -1.480 -2.448 -0.32
H -1.444 3.054 2.617 0.06
H -1.401 -0.831 -0.568 0.05
O 0.746 -2.601 -3.975 -0.31
H -2.291 -0.146 -5.270 0.07
C -0.910 -2.874 -2.031 -0.13
```

As for the HOMO-LUMO gap: 6.017 eV. Its total charge is -1. Its LUMO energy is 0.6 eV. As for the highest occupied orbital energy: -5.4 eV. As for the largest force on an atom: 10.88 eV/A. The value obtained for the calculated total energy is -2988.57770 Ha.

---

The following is a quantum chemistry calculation of C16H40AsF6O16 as an isolated structure at a distorted geometry, from the OMol25 dataset.

XYZ file:
```
79
Properties=species:S:1:pos:R:3:lowdin_charge:R:1
C 3.915 -0.557 1.806 -0.15
F 0.104 -0.357 -1.120 -0.29
O 2.911 -0.687 -6.243 0.06
H 4.673 -1.024 2.435 0.08
H 3.854 2.340 -0.352 0.08
O 1.852 -3.402 1.679 -0.03
H -5.256 4.271 -1.283 0.07
C -2.035 4.646 -0.187 -0.09
H -2.293 1.263 -2.318 0.04
H 3.493 0.726 -4.749 0.14
H -0.322 -1.550 3.111 0.10
C -0.937 -1.679 4.001 -0.10
H -2.195 -4.300 0.995 0.08
C 3.958 -1.446 -6.616 -0.54
H 1.084 -1.078 -4.279 0.08
H -1.881 5.425 -0.935 0.14
H 0.166 -1.916 -1.855 -0.03
H -3.215 3.082 -0.702 0.12
O -2.733 4.503 3.136 0.11
O -0.123 -4.453 5.691 0.12
O 4.505 0.796 -1.653 -0.13
H 0.897 0.483 6.042 0.09
O 4.191 -1.677 -7.819 0.09
H -4.738 1.208 -3.640 0.08
C -1.573 -5.099 0.591 -0.24
H 1.065 0.551 -5.025 0.09
H -1.239 -0.889 5.963 0.16
H -0.039 0.819 4.557 0.09
H -4.609 1.359 -1.805 0.07
H 4.306 0.438 1.596 0.07
F -1.231 0.482 2.164 -0.27
H 3.386 -2.122 -3.718 0.14
As -0.633 0.050 0.482 0.99
F -1.936 0.951 -0.285 -0.24
H -3.755 1.920 2.428 0.00
O -0.376 -4.688 0.167 -0.10
C -2.736 4.510 1.899 -0.61
H 1.734 -2.454 1.622 -0.02
O -0.961 -3.053 4.243 0.12
C 3.940 -1.398 -4.315 -0.04
F -1.622 -1.521 0.419 -0.27
H -3.204 0.516 2.553 -0.02
O 3.597 -1.286 0.631 -0.12
C -0.378 -1.080 5.322 -0.28
H -3.893 0.088 -2.642 0.08
O -0.120 -2.793 -2.112 -0.07
H -0.941 -2.926 -1.636 0.01
H -2.047 -5.557 -0.277 0.08
H 3.479 2.401 -2.030 0.08
H -0.166 -4.111 0.904 0.05
O -1.823 5.031 1.158 0.12
C -4.109 1.151 -2.751 -0.18
C -3.404 4.035 -0.207 -0.28
H 1.352 -0.300 4.443 0.08
H 5.271 0.777 -1.074 0.08
H 3.008 -0.639 2.405 0.06
H -4.089 5.379 -1.847 0.08
O -2.877 1.807 -2.852 -0.13
C 3.023 -0.250 -4.868 -0.27
H 2.543 1.293 -1.018 0.05
O 4.508 -1.956 -5.523 0.07
H -1.374 3.803 -0.387 0.13
H 2.514 -3.520 2.360 0.04
O 0.236 -2.271 5.774 0.12
C -4.477 4.944 -0.926 0.00
F 0.424 1.476 0.435 -0.26
H 1.543 0.275 -3.319 0.06
H -1.928 -1.254 3.839 0.13
H 2.979 -0.722 0.160 0.05
F 0.673 -0.951 1.193 -0.27
C 0.560 0.079 5.088 0.00
O -3.697 3.974 1.181 0.09
H 4.747 -1.052 -3.669 0.12
H -4.985 5.684 -0.307 0.08
C -0.262 -3.324 5.269 -0.70
H -1.420 -5.834 1.381 0.08
C 3.534 1.715 -1.185 -0.16
O -3.979 1.044 2.743 -0.05
C 1.587 -0.113 -4.336 -0.01
```

As for the HOMO-LUMO gap: 8.880 eV. Its total charge is -1. Its LUMO energy is 1.7 eV. As for the highest occupied orbital energy: -7.1 eV. As for the largest force on an atom: 5.30 eV/A. The value obtained for the calculated total energy is -4672.61769 Ha.

---

The following is a quantum chemistry calculation of C16H40B2MnO8S4 as an isolated structure at a distorted geometry, from the OMol25 dataset.

XYZ file:
```
71
Properties=species:S:1:pos:R:3:lowdin_charge:R:1
H 0.214 36.138 2.742 0.12
H 2.734 34.563 2.961 0.11
C 3.956 30.742 5.965 -0.19
S 1.371 33.250 1.507 0.70
S -1.698 28.721 0.830 0.68
H 3.360 27.791 -1.086 0.11
S 3.592 29.783 1.888 0.67
H 0.017 28.435 3.330 -0.03
H -1.956 30.374 -0.856 0.10
C -3.881 29.485 -0.462 -0.21
H 3.401 27.790 3.181 0.08
H 0.042 36.391 0.332 0.12
H 4.077 30.247 4.999 0.09
H 4.899 27.975 -0.351 0.11
H -0.758 34.157 1.067 0.12
H -2.055 28.742 -1.510 0.11
C 2.190 29.789 7.406 -0.21
C -3.216 28.604 1.735 -0.22
H 0.361 27.127 4.762 0.00
H 4.776 31.458 6.002 0.11
H 2.626 29.966 -0.299 0.11
H -1.097 31.949 3.786 -0.05
H 2.376 27.165 1.142 0.12
H 1.713 28.461 4.141 -0.03
O -1.172 27.402 0.612 -0.30
Mn 0.173 30.378 3.460 0.71
H -4.292 27.466 0.322 0.12
C 0.716 35.614 0.693 -0.23
B 0.549 28.251 4.388 -0.39
H -2.751 31.199 3.197 -0.03
C -2.378 29.383 -0.694 -0.20
O 2.527 33.041 0.669 -0.29
C 3.551 29.571 0.113 -0.21
C 3.932 28.086 2.278 -0.23
H -4.188 30.493 -0.182 0.12
H 1.799 36.632 2.317 0.11
C 1.086 35.821 2.167 -0.20
O 2.888 33.177 5.860 -0.30
H -2.533 31.741 5.143 -0.02
C 3.705 29.845 7.175 -0.19
H 0.130 29.068 5.145 -0.03
O 4.692 30.609 2.291 -0.30
C 3.462 27.254 1.079 -0.19
H 1.098 34.149 3.589 0.10
C 3.829 28.085 -0.145 -0.21
C -4.295 28.510 0.646 -0.21
H 4.181 30.381 8.001 0.12
H -3.194 27.764 2.423 0.12
H 1.957 29.285 8.341 0.12
O 0.740 32.128 2.143 -0.37
H -5.274 28.750 1.053 0.12
H -3.329 29.521 2.317 0.07
O 1.712 31.322 4.685 -0.37
H 3.960 26.292 1.155 0.12
H -1.594 30.193 4.432 -0.04
H 0.604 31.395 7.277 0.12
C 1.672 34.522 2.743 -0.19
B -2.020 31.282 4.158 -0.37
H 4.098 28.838 7.076 0.12
H 0.034 33.780 -0.439 0.11
H 4.997 27.954 2.477 0.11
H 4.357 30.152 -0.332 0.11
H 1.611 35.786 0.083 0.12
O -0.793 29.673 1.436 -0.36
H 2.102 31.812 8.101 0.11
H -4.466 29.238 -1.350 0.11
H 1.704 29.244 6.590 0.08
C 0.209 34.195 0.549 -0.22
O 2.257 30.071 2.325 -0.36
C 1.676 31.220 7.281 -0.20
S 2.500 31.794 5.804 0.71
```

As for the HOMO-LUMO gap (spin up / spin down): 8.726 / 9.460 eV. Its LUMO energy (spin up / spin down) is 0.3 / 0.3 eV. As for the highest occupied orbital energy (spin up / spin down): -8.4 / -9.1 eV. As for the largest force on an atom: 1.46 eV/A. Its spin multiplicity is 6. The value obtained for the calculated total energy is -4028.90999 Ha. The energy relative to the best compared isomer or geometry (same formula, charge and spin) is 0.4280 eV.

---

What is the formula in the fourth record?
C16H40B2MnO8S4

---

What is the formula in the fourth record?
C16H40B2MnO8S4

---

Look up the largest force on an atom of the third one.
5.30 eV/A